(1)
Molecular formula: C3H9N2O2S
Method: DFT, wB97M-V/def2-TZVPD

The geometry in XYZ format:
```
17
Properties=species:S:1:pos:R:3:mulliken_charge:R:1
C 0.374 1.850 0.180 -1.01
C 1.262 -1.764 -0.069 -0.75
C 0.870 0.549 -0.441 -0.21
N -1.300 -1.004 0.725 -0.43
N 0.889 -0.514 0.509 -0.47
O -2.758 1.136 0.522 -0.66
O -2.531 -0.400 -1.410 -0.58
S -2.597 -0.274 0.059 0.52
H 0.596 2.689 -0.478 0.34
H -0.702 1.800 0.338 0.12
H 0.857 2.011 1.142 0.30
H 2.290 -1.709 -0.470 0.36
H 1.233 -2.532 0.706 0.26
H 0.604 -2.070 -0.894 0.27
H 0.268 0.310 -1.330 0.26
H 1.911 0.697 -0.798 0.45
H -1.264 -0.774 1.709 0.22
```

The gap between HOMO and LUMO (spin up / spin down) comes out at 7.417 / 7.635 eV. The relative energy (zero: lowest compared OMol25 entry of this formula, charge and spin) comes out at 453.2 kJ/mol. The value obtained for the total energy is -777.8182 a.u. Its HOMO energy (spin up / spin down) is -3.386 / -3.919 eV. Its total charge is -1.

(2)
Molecular formula: C3H9N2O2S
Method: DFT, wB97M-V/def2-TZVPD

The geometry in XYZ format:
```
17
Properties=species:S:1:pos:R:3:mulliken_charge:R:1
C 1.113 -0.752 -0.277 -0.89
C -0.132 -1.250 0.450 -0.53
S 0.200 -1.228 2.268 -0.67
N 0.918 -0.344 -1.665 -0.10
C 0.124 0.690 -2.058 0.48
N 0.052 1.765 -1.159 -0.53
O -0.425 0.724 -3.142 -0.66
H 1.512 0.062 0.342 0.31
H 1.969 -1.431 -0.215 0.37
H -0.889 -0.502 0.205 0.27
H -0.371 -2.284 0.219 0.24
H 1.021 -1.024 -2.402 0.23
H 0.392 1.551 -0.232 0.34
H -0.897 2.083 -1.117 0.24
H -1.114 0.724 1.988 0.26
H -1.977 1.221 3.146 0.30
O -1.587 1.502 2.300 -0.64
```

The gap between HOMO and LUMO comes out at 6.953 eV. The relative energy (zero: lowest compared OMol25 entry of this formula, charge and spin) comes out at 51.6 kJ/mol. The value obtained for the total energy is -777.9711 a.u. Its HOMO energy is -3.211 eV. Its total charge is -1.

Question: Number 2 is which compound?
Answer: C3H9N2O2S